A molecular structure, C24H71AsF6O11, computed with the ωB97M-V functional and the def2-TZVPD basis.

```
113
Properties=species:S:1:pos:R:3:lowdin_charge:R:1
O 0.2604 2.6689 2.8668 0.266
H 0.4957 3.4071 3.4336 0.170
H 0.7620 1.9140 3.1833 0.084
H 0.5178 2.9074 1.9732 0.073
As -0.1178 -0.1368 -0.6090 1.025
F -0.0458 1.1816 0.6260 -0.261
F 0.2174 1.0770 -1.9741 -0.274
F -0.3066 -1.4821 -1.8044 -0.257
F -0.4425 -1.2874 0.7201 -0.260
F -1.8747 0.1552 -0.8789 -0.252
F 1.6161 -0.4700 -0.3751 -0.249
C -0.2088 -0.7481 4.0334 -0.032
C 0.3901 0.1816 5.1096 -0.425
C 0.8991 -0.5017 6.3605 -0.045
O 1.4906 0.8476 4.4476 -0.093
H 0.4890 -1.5325 3.7404 0.076
H -0.5235 -0.2814 3.1000 0.058
H -1.0455 -1.2990 4.4628 0.089
H -0.3172 0.9425 5.4395 0.133
H 1.6199 -1.2962 6.1674 0.075
H 0.0023 -0.8447 6.8765 0.088
H 1.3353 0.1822 7.0886 0.086
H 2.2518 0.2636 4.4130 0.041
C 3.4729 -1.8613 2.2573 -0.043
C 3.6603 -2.0137 3.7681 -0.480
C 4.9499 -2.8090 4.0094 -0.050
O 3.7764 -0.7623 4.4038 -0.054
H 2.5422 -1.3113 2.1177 0.060
H 3.5171 -2.8007 1.7062 0.080
H 4.2986 -1.2768 1.8517 0.090
H 2.8047 -2.5786 4.1381 0.130
H 5.0300 -3.6014 3.2652 0.081
H 5.0055 -3.2447 5.0070 0.076
H 5.8506 -2.1965 3.9683 0.087
H 4.0698 -0.9522 5.2979 0.105
C -0.9613 -3.4797 -4.0232 -0.066
C -2.0099 -2.4325 -4.4038 -0.434
C -3.2519 -2.4370 -3.4525 -0.043
O -1.3423 -1.1725 -4.2749 -0.083
H -0.1074 -3.5002 -4.7004 0.078
H -1.4246 -4.4650 -4.0733 0.074
H -0.7177 -3.3771 -2.9657 0.048
H -2.3700 -2.5601 -5.4246 0.131
H -2.9761 -2.3429 -2.4022 0.057
H -3.8806 -3.3204 -3.5643 0.069
H -3.9600 -1.6308 -3.6445 0.068
H -1.0336 -1.0567 -3.3732 0.020
C -2.8843 3.2787 -1.6212 -0.065
C -3.8132 2.4705 -2.4925 -0.487
C -3.1733 1.9648 -3.7768 -0.043
O -4.1611 1.3784 -1.6800 -0.062
H -2.0892 2.6732 -1.1861 0.060
H -3.4591 3.7119 -0.8026 0.081
H -2.4248 4.0989 -2.1727 0.073
H -4.7368 3.0001 -2.7263 0.137
H -2.2003 1.5040 -3.6066 0.058
H -3.0401 2.6862 -4.5829 0.079
H -3.7594 1.1443 -4.1908 0.076
H -3.3001 0.9661 -1.5792 0.024
C -4.9677 0.5719 3.3994 -0.050
C -3.4936 1.0088 3.3303 -0.475
C -3.1794 1.8972 2.1343 -0.045
O -3.2541 1.7353 4.5596 -0.065
H -5.0922 -0.3071 2.7669 0.082
H -5.6228 1.4135 3.1743 0.086
H -5.2567 0.1775 4.3736 0.070
H -2.8574 0.1398 3.1625 0.112
H -2.1001 1.9371 1.9875 0.046
H -3.5003 2.9283 2.2818 0.086
H -3.7370 1.4761 1.2977 0.083
H -3.4015 1.0357 5.2002 0.071
C 2.7193 -2.4514 -2.8674 -0.049
C 2.9809 -3.3026 -1.6423 -0.479
C 1.6830 -3.7599 -0.8952 -0.047
O 3.5887 -4.4233 -2.2184 -0.058
H 2.4495 -1.4254 -2.6168 0.060
H 1.9074 -2.8236 -3.4922 0.067
H 3.5019 -2.3829 -3.6230 0.081
H 3.6961 -2.9062 -0.9216 0.123
H 1.8793 -4.4933 -0.1132 0.071
H 1.0516 -4.2812 -1.6147 0.075
H 1.2674 -2.8616 -0.4386 0.037
H 3.9746 -4.8608 -1.4560 0.084
C 0.2545 3.0097 -6.3729 -0.033
C 0.5603 2.4023 -4.9639 -0.468
C 2.0318 2.3356 -4.6756 -0.073
O 0.0962 3.2052 -3.8727 -0.089
H 0.4510 2.2524 -7.1319 0.076
H 0.8535 3.8947 -6.5876 0.071
H -0.7540 3.3941 -6.5257 0.066
H 0.1540 1.3994 -4.8330 0.123
H 2.4780 1.8503 -5.5436 0.080
H 2.1546 1.7601 -3.7581 0.072
H 2.4691 3.3331 -4.6313 0.085
H 0.3662 2.7602 -3.0661 0.025
C 3.3992 1.5366 1.4070 -0.133
O 2.8191 2.8260 1.5405 -0.132
H 3.3680 1.2906 0.3455 0.083
H 4.4139 1.5385 1.8052 0.088
H 2.7943 0.8168 1.9583 0.047
H 3.3110 3.4669 1.0220 0.088
C 0.3031 4.5429 -0.4058 -0.080
O 0.1348 4.5069 1.0411 -0.140
H 1.0428 5.3339 -0.5290 0.087
H 0.7487 3.6349 -0.8121 0.070
H -0.5823 4.6697 -1.0288 0.064
H 0.0502 5.3734 1.4456 0.092
C -1.8943 -4.0588 0.6506 -0.163
O -1.5925 -3.3062 1.8009 -0.133
H -1.0246 -4.6315 0.3286 0.064
H -2.6677 -4.8140 0.7906 0.077
H -2.2023 -3.4013 -0.1624 0.067
H -1.1396 -2.5063 1.5243 0.001
```

The total energy comes out at -125705.5992 eV. As for the gap between HOMO and LUMO: 8.6 eV. The HOMO energy is -9.071 eV. Its energy relative to the best compared isomer or geometry (same formula, charge and spin) is 54.4 kcal per mole.